The following is a DFT calculation (ωB97M-V/def2-TZVPD) of a single C3H7NOS molecule.

Cartesian coordinates (Å):
C1 -1.248 0.536 -0.781
C2 -0.964 -0.797 -0.003
C3 -0.077 0.375 0.114
N1 2.354 1.044 0.496
O1 1.811 -1.481 -0.058
S1 1.613 0.241 -0.542
H1 -1.376 0.573 -1.803
H2 -2.161 1.001 -0.439
H3 -1.557 -1.054 0.865
H4 -0.553 -1.626 -0.662
H5 -0.006 1.141 0.985
H6 3.261 1.500 0.391
H7 1.958 -1.618 0.861

Properties
Net charge: 0
Energy above the lowest of the compared OMol25 structures with the same formula, charge and spin, eV: 4.1085
DFT total energy, eV: -17589.5917
2S+1: 3
HOMO (alpha / beta), eV: -5.01 / -9.58
HOMO-LUMO gap (alpha / beta), eV: 5.8 / 7.1

---

The following is a DFT calculation (ωB97M-V/def2-TZVPD) of a single C3H7NOS2 molecule.

Cartesian coordinates (Å):
O1 -2.680 0.093 0.981
C1 -1.682 0.852 1.032
N1 -0.911 1.573 0.125
C2 0.488 1.075 0.187
C3 0.738 -0.171 -0.649
S1 0.160 -1.677 0.176
S2 0.644 -3.159 -1.278
H1 -1.316 1.027 2.100
H2 -1.206 1.640 -0.818
H3 0.847 0.877 1.249
H4 1.025 1.851 -0.303
H5 0.592 0.139 -1.707
H6 1.826 -0.292 -0.651
H7 1.476 -3.827 -0.444

Properties
Net charge: 0
Energy above the lowest of the compared OMol25 structures with the same formula, charge and spin, eV: 1.7908
DFT total energy, eV: -28431.4511
Structure (SMILES): O=CNCCSS
HOMO, eV: -8.88
HOMO-LUMO gap, eV: 9.1

---

The following is a DFT calculation (ωB97M-V/def2-TZVPD) of a single C3H7NOSi molecule.

Cartesian coordinates (Å):
C1 2.278 0.547 -0.179
C2 1.139 0.256 0.412
C3 -0.090 0.880 0.016
N1 -1.320 0.497 0.009
O1 -2.360 1.108 -0.338
Si1 -1.470 -1.240 -0.032
H1 3.165 0.115 0.215
H2 2.330 1.264 -1.050
H3 1.267 -0.341 1.219
H4 0.027 1.922 -0.195
H5 -0.574 -2.023 -0.858
H6 -2.939 -1.306 -0.499
H7 -1.454 -1.680 1.280

Properties
Net charge: 0
Energy above the lowest of the compared OMol25 structures with the same formula, charge and spin, eV: 4.1401
DFT total energy, eV: -14635.5120
Structure (SMILES): C=C/C=[N+](/[O-])[SiH3]
HOMO, eV: -8.69
HOMO-LUMO gap, eV: 8.8

---

The following is a DFT calculation (ωB97M-V/def2-TZVPD) of a single C3H7NS molecule.

Cartesian coordinates (Å):
C1 1.726 1.193 0.740
C2 0.725 0.434 -0.021
C3 1.202 -0.549 -1.110
N1 -0.442 0.329 0.589
S1 -1.633 -0.616 -0.100
H1 1.412 2.168 0.962
H2 1.723 0.658 1.662
H3 2.821 1.106 0.380
H4 1.001 -1.507 -0.680
H5 0.513 -0.429 -2.044
H6 2.294 -0.508 -1.293
H7 -2.463 -0.410 0.839

Properties
Net charge: 0
Energy above the lowest of the compared OMol25 structures with the same formula, charge and spin, eV: 1.1715
DFT total energy, eV: -15548.4737
Structure (SMILES): CC(C)=NS
HOMO, eV: -8.45
HOMO-LUMO gap, eV: 9.4

---

The following is a DFT calculation (ωB97M-V/def2-TZVPD) of a single C3H7NS molecule.

Cartesian coordinates (Å):
N1 -0.731 1.793 -0.166
C1 -0.036 0.899 -0.961
C2 1.359 0.510 -0.494
C3 0.255 -0.510 -0.528
S1 -0.416 -1.286 0.974
H1 -1.652 2.156 -0.293
H2 -0.527 1.663 0.805
H3 -0.140 1.139 -1.991
H4 2.146 0.373 -1.267
H5 1.679 0.745 0.524
H6 0.283 -1.172 -1.385
H7 0.516 -2.273 1.079

Properties
Net charge: 0
Energy above the lowest of the compared OMol25 structures with the same formula, charge and spin, eV: 1.2424
DFT total energy, eV: -15548.4027
Structure (SMILES): N[C@H]1C[C@H]1S
HOMO, eV: -8.48
HOMO-LUMO gap, eV: 9.4

---

The following is a DFT calculation (ωB97M-V/def2-TZVPD) of a single C3H7NS2 molecule.

Cartesian coordinates (Å):
C1 -1.071 1.290 -0.344
C2 -0.299 0.442 0.682
C3 -0.214 -0.961 0.274
S1 -1.565 -1.857 0.005
N1 1.028 -1.478 0.017
S2 2.599 -0.746 0.053
H1 -1.166 0.708 -1.296
H2 -2.071 1.399 -0.022
H3 -0.519 2.242 -0.373
H4 -0.818 0.435 1.640
H5 0.750 0.796 0.890
H6 0.876 -2.365 -0.455
H7 2.471 0.095 -1.070

Properties
Net charge: 0
Energy above the lowest of the compared OMol25 structures with the same formula, charge and spin, eV: 0.9174
DFT total energy, eV: -26384.2580
Structure (SMILES): CCC(=S)NS
HOMO, eV: -8.57
HOMO-LUMO gap, eV: 8.9

---

The following is a DFT calculation (ωB97M-V/def2-TZVPD) of a single C3H7NS2 molecule.

Cartesian coordinates (Å):
C1 0.760 -0.812 0.886
C2 0.286 -0.266 -0.418
N1 1.349 0.593 -0.891
C3 -1.107 0.501 -0.239
S1 -1.174 2.132 0.183
S2 -2.373 -0.661 -0.323
H1 1.775 -1.197 0.862
H2 0.055 -1.617 1.215
H3 0.876 -0.012 1.630
H4 0.119 -1.046 -1.121
H5 1.380 0.930 -1.852
H6 1.369 1.406 -0.202
H7 -3.316 0.048 0.271

Properties
Net charge: 0
Energy above the lowest of the compared OMol25 structures with the same formula, charge and spin, eV: 0.8604
DFT total energy, eV: -26384.3150
Structure (SMILES): C[C@H](N)C(=S)S
HOMO, eV: -8.87
HOMO-LUMO gap, eV: 8.5

---

The following is a DFT calculation (ωB97M-V/def2-TZVPD) of a single C3H7NS3 molecule.

Cartesian coordinates (Å):
N1 -1.822 -0.174 -0.694
C1 -1.095 0.503 0.413
C2 0.369 0.636 0.109
S1 0.796 1.296 -1.540
C3 1.188 -0.606 0.444
S2 0.678 -2.163 0.343
S3 2.844 -0.196 0.833
H1 -1.464 -1.108 -0.764
H2 -2.822 -0.252 -0.425
H3 -1.507 1.527 0.552
H4 -1.197 -0.016 1.369
H5 0.784 1.406 0.770
H6 -0.078 0.555 -2.248
H7 3.326 -1.406 0.839

Properties
Net charge: 0
Energy above the lowest of the compared OMol25 structures with the same formula, charge and spin, eV: 0.4734
DFT total energy, eV: -37219.7540
Structure (SMILES): NC[C@H](S)C(=S)S
HOMO, eV: -8.81
HOMO-LUMO gap, eV: 8.3

---

The following is a DFT calculation (ωB97M-V/def2-TZVPD) of 2 unconnected molecules or ions with the total composition C3H7NSi.

Cartesian coordinates (Å):
C1 3.326 -0.027 -0.123
C2 -1.049 -0.363 0.112
C3 0.335 -0.895 -0.275
N1 4.313 -0.412 0.249
Si1 1.535 0.605 -0.324
H1 -1.713 -1.070 -0.133
H2 -0.978 -0.034 1.081
H3 -1.256 0.539 -0.448
H4 0.308 -1.043 -1.345
H5 0.509 -1.732 0.302
H6 1.961 1.776 1.891
H7 1.297 1.608 -1.229

Properties
Net charge: 0
Energy above the lowest of the compared OMol25 structures with the same formula, charge and spin, eV: 3.8499
DFT total energy, eV: -12587.8688
HOMO, eV: -9.06
HOMO-LUMO gap, eV: 8.2

---

The following is a DFT calculation (ωB97M-V/def2-TZVPD) of a single C3H7NSi molecule.

Cartesian coordinates (Å):
H1 -0.506 -0.136 3.092
N1 -0.173 -0.711 2.227
C1 -0.768 -0.321 1.189
Si1 -0.393 -1.210 -0.455
C2 0.962 0.179 -0.888
C3 0.689 1.467 -1.034
H2 -1.304 0.634 0.880
H3 0.082 -2.691 -0.573
H4 -1.640 -1.146 -1.326
H5 1.902 -0.085 -1.341
H6 1.469 2.225 -1.049
H7 -0.321 1.797 -0.721

Properties
Net charge: 0
Energy above the lowest of the compared OMol25 structures with the same formula, charge and spin, eV: 2.4403
DFT total energy, eV: -12589.2785
Structure (SMILES): [H]/N=C/[SiH2]C=C
HOMO, eV: -9.27
HOMO-LUMO gap, eV: 10.2

---

The following is a DFT calculation (ωB97M-V/def2-TZVPD) of a single C3H7NSi molecule.

Cartesian coordinates (Å):
C1 0.517 0.870 -0.787
Si1 -0.337 -0.686 -0.220
C2 0.294 -0.605 1.676
C3 1.715 -0.611 1.610
N1 2.815 -0.524 1.278
H1 0.473 1.535 0.098
H2 1.393 0.692 -1.306
H3 -0.010 1.285 -1.576
H4 0.048 -1.948 -0.757
H5 -1.743 -0.656 -0.402
H6 -0.175 0.286 2.115
H7 -0.123 -1.433 2.250

Properties
Net charge: 0
Energy above the lowest of the compared OMol25 structures with the same formula, charge and spin, eV: 0.4558
DFT total energy, eV: -12591.2629
Structure (SMILES): C[SiH2]CC#N
HOMO, eV: -10.61
HOMO-LUMO gap, eV: 11.5

---

The following is a DFT calculation (ωB97M-V/def2-TZVPD) of 2 unconnected molecules or ions with the total composition C3H7O.

Cartesian coordinates (Å):
O1 -2.275 0.397 0.749
H1 -1.986 0.622 -0.120
C1 1.265 0.953 0.149
C2 0.460 0.016 -0.471
C3 0.200 -1.334 -0.237
H2 1.401 1.970 -0.192
H3 -1.444 0.114 1.174
H4 2.113 0.671 0.804
H5 0.068 0.480 -1.408
H6 -0.737 -1.804 -0.527
H7 0.934 -2.085 0.077

Properties
Net charge: -1
Energy above the lowest of the compared OMol25 structures with the same formula, charge and spin, eV: 1.5950
DFT total energy, eV: -5270.0941
HOMO, eV: -1.11
HOMO-LUMO gap, eV: 5.9

---

The following is a DFT calculation (ωB97M-V/def2-TZVPD) of 3 unconnected molecules or ions with the total composition C3H7O2.

Cartesian coordinates (Å):
C1 -0.221 -0.645 -2.106
O1 -0.863 -1.516 -2.629
H1 -0.036 0.325 -2.614
H2 0.252 -0.706 -1.103
H3 -4.429 -2.143 3.187
C2 1.339 1.014 1.075
C3 1.496 1.401 -0.277
O2 2.194 0.769 -1.134
H4 1.753 1.697 1.808
H5 1.174 -0.021 1.320
H6 1.194 2.401 -0.647
H7 -3.855 -2.576 3.120

Properties
Net charge: -1
Energy above the lowest of the compared OMol25 structures with the same formula, charge and spin, eV: 4.1496
DFT total energy, eV: -7316.8021
HOMO, eV: -2.00
HOMO-LUMO gap, eV: 6.0

---

The following is a DFT calculation (ωB97M-V/def2-TZVPD) of 3 unconnected molecules or ions with the total composition C3H7O2.

Cartesian coordinates (Å):
C1 -1.484 -0.268 0.925
O1 -2.292 -1.015 1.417
H1 -0.478 -0.030 1.309
H2 -1.780 0.554 0.242
H3 -4.685 -1.998 -1.412
C2 1.754 1.745 -0.627
C3 1.752 0.398 -1.027
O2 1.412 -0.578 -0.298
H4 2.392 2.376 -1.247
H5 1.153 2.092 0.200
H6 2.123 0.157 -2.043
H7 -4.108 -1.753 -1.046

Properties
Net charge: -1
Energy above the lowest of the compared OMol25 structures with the same formula, charge and spin, eV: 3.6024
DFT total energy, eV: -7317.3492
HOMO, eV: -2.20
HOMO-LUMO gap, eV: 6.3

---

The following is a DFT calculation (ωB97M-V/def2-TZVPD) of 3 unconnected molecules or ions with the total composition C3H7O2.

Cartesian coordinates (Å):
C1 1.223 1.496 -0.455
O1 2.321 1.300 -0.917
H1 0.375 0.797 -0.499
H2 1.020 2.502 -0.035
H3 1.662 0.181 1.585
C2 -1.200 -1.425 0.335
C3 -1.389 -0.867 -0.946
O2 -1.856 0.288 -1.187
H4 -1.641 -2.341 0.706
H5 -0.521 -1.028 1.097
H6 -1.508 -1.578 -1.796
H7 1.513 0.674 2.112

Properties
Net charge: -1
Energy above the lowest of the compared OMol25 structures with the same formula, charge and spin, eV: 4.4519
DFT total energy, eV: -7316.4997
HOMO, eV: -1.87
HOMO-LUMO gap, eV: 6.0

---

The following is a DFT calculation (ωB97M-V/def2-TZVPD) of a gas-phase ion, C3H7O2 (charge +1).

Cartesian coordinates (Å):
C1 -2.121 0.185 0.011
C2 1.456 0.548 -0.120
C3 0.267 -0.360 0.396
O1 0.031 -1.545 -0.228
O2 -0.916 0.532 0.311
H1 -2.665 1.113 0.302
H2 -2.454 -0.691 -0.529
H3 1.165 1.437 -0.688
H4 2.078 -0.022 -0.854
H5 2.036 0.882 0.714
H6 0.343 -0.410 1.554
H7 0.777 -1.670 -0.870

Properties
Net charge: +1
Energy above the lowest of the compared OMol25 structures with the same formula, charge and spin, eV: 1.2580
DFT total energy, eV: -7309.8977
HOMO, eV: -16.55
HOMO-LUMO gap, eV: 10.1

---

The following is a DFT calculation (ωB97M-V/def2-TZVPD) of 2 unconnected molecules or ions with the total composition C3H7O2S.

Cartesian coordinates (Å):
O1 1.625 1.646 -0.337
C1 1.911 1.130 0.771
O2 1.264 0.244 1.378
H1 2.807 1.565 1.258
C2 -1.580 0.567 0.291
S1 -1.466 -1.156 -0.281
C3 0.080 -1.130 -1.245
H2 -1.424 1.233 -0.554
H3 -0.755 0.702 0.985
H4 -2.548 0.624 0.782
H5 0.429 -2.161 -1.217
H6 -0.195 -0.879 -2.269
H7 0.733 -0.425 -0.746

Properties
Net charge: -1
Energy above the lowest of the compared OMol25 structures with the same formula, charge and spin, eV: 0.5667
DFT total energy, eV: -18156.0479
HOMO, eV: -4.24
HOMO-LUMO gap, eV: 7.8

---

The following is a DFT calculation (ωB97M-V/def2-TZVPD) of 2 unconnected molecules or ions with the total composition C3H7O2S.

Cartesian coordinates (Å):
C1 2.074 0.250 0.366
S1 1.049 1.674 0.787
C2 -0.491 0.846 1.301
H1 2.073 -0.035 -0.685
H2 1.708 -0.614 0.922
H3 3.075 0.493 0.723
H4 -0.227 -0.086 1.801
H5 -1.191 1.424 1.912
H6 -0.979 0.546 0.375
O1 -2.394 -1.445 -1.586
C3 -1.164 -1.602 -1.473
O2 -0.457 -1.517 -0.450
H7 -0.601 -1.850 -2.418

Properties
Net charge: -1
Energy above the lowest of the compared OMol25 structures with the same formula, charge and spin, eV: 0.6948
DFT total energy, eV: -18155.9198
HOMO, eV: -4.13
HOMO-LUMO gap, eV: 7.5

---

The following is a DFT calculation (ωB97M-V/def2-TZVPD) of 2 unconnected molecules or ions with the total composition C3H7O2S.

Cartesian coordinates (Å):
O1 -0.162 -2.767 -0.803
C1 -0.414 -1.750 -0.188
C2 0.196 -1.327 1.102
C3 0.733 0.138 0.947
S1 -0.562 1.403 0.778
H1 -0.873 -0.864 -0.687
H2 1.038 -1.937 1.436
H3 -0.570 -1.261 1.886
H4 1.533 0.076 0.184
H5 1.234 0.346 1.893
H6 1.378 2.265 -2.287
H7 0.268 1.897 -1.341
O2 0.430 2.087 -2.299

Properties
Net charge: -1
Energy above the lowest of the compared OMol25 structures with the same formula, charge and spin, eV: 1.0166
DFT total energy, eV: -18155.5980
HOMO, eV: -3.04
HOMO-LUMO gap, eV: 7.1